(1)
A 5-piece molecular cluster, C10H30O5 overall. Source: OMol25; level of theory: wB97M-V/def2-TZVPD.

SMILES ... CCO.CCO.CCO.CCO.CCO
Frontier orbital gap ... 0.388 hartree
E ... -774.9068 a.u.
Net charge ... 0
Maximum force ... 10.1 eV Å⁻¹
Highest occupied orbital energy ... -0.36187 Ha
Energy relative to the best compared isomer or geometry (same formula, charge and spin) ... 159.2 kcal/mol

Cartesian coordinates (Å):
C 0.6389 0.7482 -1.4285
C -0.3013 0.3378 -0.2591
O 0.4176 0.3872 0.9339
H 0.2329 0.5965 -2.4583
H 1.5775 0.2558 -1.2827
H 0.9766 1.6679 -1.4123
H -0.6878 -0.6603 -0.3598
H -1.2193 0.9493 -0.2675
H -0.1010 0.9361 1.4047
C -3.2805 1.0938 2.2864
C -2.3792 1.0510 3.5688
O -1.0756 1.5080 3.1180
H -3.0095 0.6129 1.4185
H -3.3685 1.9885 1.8697
H -4.3256 0.6239 2.3537
H -2.0628 -0.0611 3.7567
H -2.7426 1.4803 4.3568
H -0.6077 1.3827 3.9852
C 4.4304 -0.4009 -1.1355
C 4.4447 -1.9166 -1.0227
O 4.8539 -2.4406 -2.3298
H 3.9609 -0.1186 -0.3473
H 3.7260 -0.1119 -2.0532
H 5.4132 -0.0835 -1.1502
H 3.4609 -2.2585 -0.9957
H 4.9233 -2.2063 0.0891
H 5.1881 -3.2893 -2.3304
C -0.1429 -3.9066 -1.3603
C -0.8732 -4.6351 -0.1155
O -1.7346 -3.7368 0.6363
H -0.5474 -3.0659 -1.9355
H 0.1879 -4.7450 -1.9648
H 0.7684 -3.3787 -1.1150
H -0.0651 -5.2072 0.6863
H -1.5176 -5.2771 -0.3729
H -2.1964 -4.5653 0.9693
C -1.1254 3.8093 0.3560
C -1.8000 4.0321 -0.9985
O -1.0036 4.8836 -1.9710
H -1.8220 3.1886 0.9628
H -0.9469 4.8111 0.7081
H -0.2184 3.4766 0.3173
H -2.7243 4.5569 -0.8410
H -2.0447 2.9911 -1.4234
H -1.2774 4.6959 -2.8467


(2)
A 5-piece molecular cluster, C10H30O5S overall. Source: OMol25; level of theory: wB97M-V/def2-TZVPD.

Frontier orbital gap ... 0.346 hartree
E ... -1173.1026 a.u.
Net charge ... 0
Maximum force ... 9.3 eV Å⁻¹
Highest occupied orbital energy ... -0.34482 Ha
Energy relative to the best compared isomer or geometry (same formula, charge and spin) ... 0.0 kcal/mol

Cartesian coordinates (Å):
C -0.8265 -4.0281 -2.1066
C 0.1275 -2.7951 -2.0186
O -0.6945 -1.6931 -2.1856
H -0.2385 -5.1121 -1.9566
H -1.3945 -3.9791 -3.0956
H -1.7905 -3.8841 -1.5126
H 0.8415 -2.9001 -2.7776
H 0.5425 -2.6791 -0.9926
H -0.2025 -1.0001 -1.8726
C 3.7825 3.3979 -1.5776
C 2.9395 2.4249 -0.7956
O 2.4575 1.5519 -1.7596
H 4.3415 4.1519 -0.8446
H 3.1905 4.1219 -2.4386
H 4.6265 2.8829 -2.1596
H 2.3125 3.1239 -0.4196
H 3.3035 1.9579 0.2284
H 1.5825 1.1219 -1.4626
C 4.5235 -1.7461 3.3154
C 3.8635 -0.4901 2.7864
O 2.5905 -0.7161 2.2854
H 4.0375 -2.5781 3.9834
H 5.3595 -1.6141 3.9944
H 4.9005 -2.3831 2.4694
H 4.4515 0.0139 1.9574
H 3.8215 0.4049 3.4744
H 2.2205 0.1189 2.2354
C -6.3415 0.0579 -0.1776
C -5.3095 1.0979 -0.4196
O -6.0145 2.2659 -0.8136
H -6.8355 0.2099 0.6304
H -5.9155 -0.9271 -0.2156
H -7.0325 0.1409 -0.9516
H -4.5295 1.0069 -1.0656
H -4.7755 1.4709 0.4524
H -5.5515 2.9949 -0.2416
C -0.5325 -0.9031 1.0804
S 0.1155 0.5939 0.4504
O 0.2995 0.3919 -1.0356
C -1.3385 1.7499 0.4254
H -1.4515 -1.2211 0.2834
H -0.8125 -0.8911 1.9864
H 0.1355 -1.6591 1.0634
H -2.1075 1.3969 -0.1176
H -1.0845 2.8359 0.4364
H -1.5895 1.7119 1.4774


(3)
C10H30O9PdS6 as an isolated structure. Source: OMol25; level of theory: wB97M-V/def2-TZVPD.

Frontier orbital gap (alpha / beta) ... 0.226 / 0.226 hartree
E ... -3592.8458 a.u.
Spin multiplicity ... 3
Net charge ... 0
Maximum force ... 6.6 eV Å⁻¹
Highest occupied orbital energy (alpha / beta) ... -0.23531 / -0.23494 Ha
Energy relative to the best compared isomer or geometry (same formula, charge and spin) ... 63.9 kcal/mol

Cartesian coordinates (Å):
Pd -0.3669 1.2980 -0.0376
S -0.9114 3.9570 -0.5968
O -0.0457 3.2645 0.3392
O -1.4186 2.7757 -1.2032
O -2.0008 4.7249 0.0248
O -0.1564 4.7615 -1.5708
C 0.4544 -3.4802 -0.9412
S 1.1518 -1.9730 -0.1181
O -0.0356 -0.9872 -0.0241
C 1.3970 -2.7366 1.5473
H -0.3028 -3.9535 -0.3162
H 1.2180 -4.2580 -0.9473
H 0.1028 -3.3053 -1.9580
H 0.5166 -3.2999 1.8566
H 1.4370 -1.9364 2.2864
H 2.2972 -3.3423 1.6510
C 2.5765 2.0803 -3.4839
S 2.8367 1.8070 -1.6955
O 1.4796 1.3091 -1.1284
C 3.7582 0.2552 -1.7735
H 2.3396 1.0577 -3.7775
H 3.4611 2.4929 -3.9692
H 1.6314 2.6064 -3.6186
H 3.0677 -0.5880 -1.7574
H 4.4459 0.2468 -0.9278
H 4.2709 0.0901 -2.7211
C 2.1713 0.7086 4.1286
S 2.0743 0.7847 2.2824
O 0.6008 0.7197 1.9023
C 2.4249 2.6005 2.0847
H 2.2127 -0.2496 4.6466
H 1.2908 1.1659 4.5800
H 3.1247 1.0631 4.5202
H 3.3329 2.7686 2.6639
H 1.6220 3.3139 2.2708
H 2.7778 2.7851 1.0700
C -2.3065 -1.6468 2.3822
S -2.4317 0.2189 2.5309
O -2.0114 0.9501 1.2808
C -4.2241 0.1262 2.2276
H -2.5291 -1.8224 1.3297
H -3.0758 -2.0721 3.0268
H -1.2987 -1.9617 2.6529
H -4.7193 -0.3310 3.0842
H -4.4631 -0.4914 1.3618
H -4.7322 1.0682 2.0214
C -3.2887 -1.9580 -1.8950
S -2.7107 -0.3276 -2.5144
O -1.9103 0.2757 -1.3615
C -1.3915 -0.7870 -3.7990
H -3.9276 -2.4148 -2.6508
H -3.7087 -2.0126 -0.8906
H -2.4748 -2.6806 -1.9532
H -0.8667 0.0878 -4.1830
H -1.9868 -1.1953 -4.6158
H -0.7787 -1.5531 -3.3241


(4)
C10H30OP2SSiTc as an isolated structure. Source: OMol25; level of theory: wB97M-V/def2-TZVPD.

Frontier orbital gap (alpha / beta) ... 0.258 / 0.229 hartree
E ... -1925.3737 a.u.
Spin multiplicity ... 4
Net charge ... 0
Maximum force ... 5.4 eV Å⁻¹
Highest occupied orbital energy (alpha / beta) ... -0.23532 / -0.27363 Ha
Energy relative to the best compared isomer or geometry (same formula, charge and spin) ... 0.0 kcal/mol

Cartesian coordinates (Å):
Tc -0.0335 0.1086 0.2000
Si -2.2965 0.5531 0.0977
P -0.5187 -2.2207 0.8421
P 0.2467 2.2311 1.0823
H 2.1367 0.6697 -1.0748
C 0.8761 -3.2783 1.2579
H 0.5940 -4.3307 1.1690
H 1.2079 -3.0962 2.2801
H 1.7187 -3.0982 0.5898
C -1.1448 -2.9904 -0.6799
H -1.3365 -4.0551 -0.4944
H -0.4008 -2.8943 -1.4788
H -2.0748 -2.5119 -1.0048
C -1.7940 -2.6805 2.0559
H -2.0256 -3.7524 1.9563
H -2.7202 -2.1145 1.8991
H -1.4620 -2.4978 3.0876
C 1.9259 2.6293 1.6128
H 2.0681 3.7152 1.5647
H 2.6284 2.1458 0.9295
H 2.1303 2.2799 2.6293
C 0.0393 3.3494 -0.3124
H 0.3214 4.3573 0.0075
H -0.9932 3.3446 -0.6685
H 0.7033 3.0270 -1.1213
C -0.7600 2.9521 2.4143
H -0.5564 4.0302 2.4691
H -0.5292 2.5059 3.3907
H -1.8292 2.8094 2.2308
C -2.7338 0.7263 -1.7028
H -2.4874 -0.1994 -2.2411
H -2.2005 1.5805 -2.1411
H -3.8192 0.9046 -1.7510
H -3.2722 -0.4784 0.5554
H -2.9151 1.7628 0.7052
C 1.8385 -0.1443 -1.6502
O 0.4640 -0.4634 -1.5947
C 2.6751 -1.4665 -1.4940
H 3.2637 -1.7015 -2.4202
H 2.0161 -2.3317 -1.3065
H 3.3974 -1.3608 -0.6563
C 1.9650 0.4329 -3.1227
H 2.9491 0.8881 -3.3265
H 1.1643 1.1500 -3.2992
H 1.8240 -0.3552 -3.8671
S -0.2501 -0.1317 2.3813


(5)
A 7-piece molecular cluster, C10H31BNO7 overall. Source: OMol25; level of theory: wB97M-V/def2-TZVPD.

Frontier orbital gap ... 0.248 hartree
E ... -1005.5928 a.u.
Net charge ... -1
Maximum force ... 7.6 eV Å⁻¹
Highest occupied orbital energy ... -0.16051 Ha

Cartesian coordinates (Å):
C 1.2613 2.2973 -0.5942
O 0.4966 1.5064 -1.5692
C -0.4349 2.3259 -2.3572
B -1.9797 1.8350 -2.0160
C -2.1858 1.5685 -0.3964
C -2.0746 -0.0539 -0.0067
C -2.3806 -0.1975 1.5972
C -1.1561 -0.8279 2.4868
N -0.3677 -1.9262 1.8088
C 1.1394 -1.7679 1.8342
C 1.9588 -3.0148 1.1233
C 0.6651 -3.9258 0.6730
C -0.7767 -3.2128 1.1264
H 1.3626 3.4361 -0.8423
H 0.9058 2.1727 0.5259
H 2.3725 1.8616 -0.6161
H -0.2804 3.4822 -2.2728
H -0.2280 2.0538 -3.5010
H -2.1315 0.8093 -2.6012
H -2.7181 2.6812 -2.4261
H -3.2791 1.9614 -0.1222
H -1.4113 2.1994 0.2358
H -2.9965 -0.5608 -0.5709
H -1.0688 -0.5291 -0.3694
H -3.3977 -0.7580 1.8150
H -2.5466 0.9125 2.0042
H -1.6528 -1.2678 3.4794
H -0.4086 0.0025 2.8365
H 1.6829 -0.8546 2.3484
H 3.1164 -3.1874 1.0107
H 0.8135 -4.9760 0.1302
H -1.8721 -3.5987 0.9826
O 0.0109 -0.6846 -3.4228
H -0.0190 0.0863 -2.8365
H 0.3629 -0.3329 -4.2543
O -1.0645 3.9272 1.6679
H -1.9594 4.0758 2.0084
H -0.9495 4.6208 1.0011
O 1.6633 -6.4853 -1.3170
H 1.9792 -6.0026 -2.0955
H 1.6074 -7.4046 -1.6182
O 4.4005 -6.0015 0.2705
H 3.5185 -6.2560 -0.0399
H 4.3676 -5.0335 0.3014
O -0.9140 6.5220 -0.4895
H -0.3395 7.0641 -1.0508
H -1.7999 6.6624 -0.8563
O 2.7955 1.2243 2.4067
H 2.7656 1.9952 2.9930
H 3.1474 1.5760 1.5752


Which of these has the lowest net charge?
C10H31BNO7